(1)
{"formula": "C46H42ClIMnN2O2P", "method": "ωB97M-V/def2-TZVPD", "elements": ["Mn", "O", "C", "C", "C", "C", "C", "C", "C", "P", "C", "C", "C", "C", "C", "C", "C", "C", "C", "C", "C", "C", "H", "H", "H", "H", "H", "H", "H", "H", "H", "H", "H", "H", "H", "H", "Cl", "C", "C", "C", "I", "C", "O", "C", "N", "C", "C", "C", "C", "H", "H", "H", "H", "C", "C", "C", "C", "C", "C", "C", "C", "N", "C", "C", "C", "C", "C", "C", "C", "C", "C", "C", "H", "H", "H", "H", "H", "H", "H", "H", "H", "H", "H", "H", "H", "H", "H", "H", "H", "H", "H", "H", "H", "H", "H", "H"], "positions_angstrom": [[-0.015, 0.121, 0.018], [-0.052, 0.994, 2.540], [-0.313, -0.029, 1.965], [-0.922, -1.195, 2.677], [-0.845, -1.342, 4.057], [-1.479, -2.417, 4.656], [-2.201, -3.325, 3.884], [-2.289, -3.168, 2.507], [-1.641, -2.100, 1.900], [-1.662, -1.711, 0.115], [-3.246, -0.847, -0.164], [-4.146, -0.556, 0.855], [-5.295, 0.176, 0.580], [-5.544, 0.626, -0.708], [-4.645, 0.341, -1.730], [-3.500, -0.390, -1.459], [-1.947, -3.365, -0.618], [-0.906, -4.285, -0.492], [-1.057, -5.590, -0.929], [-2.256, -5.991, -1.505], [-3.295, -5.082, -1.637], [-3.147, -3.771, -1.194], [-0.284, -0.618, 4.638], [-1.410, -2.554, 5.729], [-2.699, -4.161, 4.360], [-2.853, -3.878, 1.913], [-3.953, -0.897, 1.866], [-5.993, 0.401, 1.378], [-6.434, 1.208, -0.915], [-4.828, 0.704, -2.735], [-2.784, -0.590, -2.251], [0.024, -3.974, -0.033], [-0.241, -6.295, -0.822], [-2.378, -7.011, -1.849], [-4.232, -5.389, -2.086], [-3.971, -3.079, -1.299], [-3.279, 4.930, -3.911], [-2.344, 3.585, -3.317], [-1.670, 2.792, -4.200], [-0.912, 1.699, -3.749], [0.113, 0.493, -5.107], [-0.811, 1.369, -2.406], [-0.121, 0.364, -1.940], [-1.538, 2.209, -1.495], [-1.452, 1.863, -0.176], [-2.063, 2.596, 0.721], [-2.818, 3.730, 0.381], [-2.937, 4.086, -0.932], [-2.293, 3.318, -1.929], [-1.718, 3.016, -5.257], [-1.941, 2.296, 1.756], [-3.296, 4.307, 1.164], [-3.521, 4.949, -1.227], [1.164, 5.101, 0.695], [2.160, 3.969, 0.619], [3.531, 4.206, 0.702], [4.412, 3.137, 0.617], [5.905, 3.363, 0.696], [3.932, 1.840, 0.452], [2.555, 1.554, 0.359], [1.707, 2.675, 0.455], [1.989, 0.304, 0.169], [2.834, -0.875, -0.068], [1.941, -2.087, -0.391], [2.767, -3.355, -0.668], [3.690, -3.114, -1.865], [4.601, -1.926, -1.554], [5.440, -2.232, -0.307], [4.521, -2.514, 0.888], [3.609, -3.700, 0.563], [3.658, -1.278, 1.174], [3.735, -0.684, -1.306], [1.659, 6.048, 0.915], [0.421, 4.915, 1.475], [0.627, 5.214, -0.251], [3.906, 5.217, 0.832], [6.134, 4.415, 0.873], [6.396, 3.063, -0.235], [6.350, 2.778, 1.505], [4.672, 1.054, 0.390], [0.640, 2.525, 0.413], [1.329, -1.851, -1.272], [1.278, -2.267, 0.467], [2.097, -4.186, -0.896], [3.097, -2.904, -2.762], [4.285, -4.013, -2.063], [5.263, -1.739, -2.403], [6.094, -1.382, -0.081], [6.084, -3.098, -0.493], [5.126, -2.747, 1.767], [2.958, -3.915, 1.419], [4.205, -4.598, 0.367], [4.285, -0.458, 1.518], [2.949, -1.490, 1.984], [3.079, -0.496, -2.163], [4.369, 0.194, -1.200]], "spin_multiplicity": 5, "gap_ev": [6.07, 5.99], "charge": 0, "lumo_energy_ev": [-0.4, -0.5], "relative_energy_kcal_mol": 0.00}

(2)
{"formula": "C46H42N10PS4V", "method": "ωB97M-V/def2-TZVPD", "elements": ["V", "C", "C", "N", "N", "C", "N", "S", "C", "C", "C", "C", "C", "N", "H", "H", "H", "H", "H", "H", "H", "H", "H", "H", "N", "C", "N", "C", "N", "N", "C", "C", "C", "C", "C", "C", "N", "C", "C", "C", "C", "C", "C", "H", "H", "H", "H", "H", "H", "H", "H", "H", "H", "H", "S", "P", "S", "C", "C", "C", "C", "C", "C", "C", "C", "C", "C", "C", "C", "H", "H", "H", "H", "H", "H", "H", "H", "H", "H", "N", "S", "C", "C", "C", "C", "C", "C", "C", "C", "C", "C", "C", "C", "H", "H", "H", "H", "H", "H", "H", "H", "H", "H", "H"], "positions_angstrom": [[1.091, -0.752, 1.623], [-2.151, -3.255, 2.638], [-0.953, -2.346, 2.606], [-0.560, -1.683, 1.529], [-1.321, -1.691, 0.414], [-0.982, -0.933, -0.657], [-1.803, -0.899, -1.720], [0.480, -0.134, -0.670], [-0.154, -2.035, 3.747], [-0.313, -2.533, 5.053], [0.498, -2.059, 6.057], [1.467, -1.095, 5.760], [1.586, -0.664, 4.456], [0.824, -1.129, 3.472], [-3.079, -2.702, 2.475], [-2.070, -4.027, 1.872], [-2.239, -3.748, 3.600], [-2.216, -2.181, 0.422], [-2.774, -1.168, -1.651], [-1.614, -0.172, -2.395], [-1.052, -3.291, 5.262], [0.392, -2.422, 7.066], [2.123, -0.704, 6.519], [2.333, 0.069, 4.166], [-1.058, 2.756, 2.697], [-0.716, 1.468, 2.515], [0.404, 1.085, 1.994], [1.320, 2.028, 1.564], [2.513, 1.617, 1.257], [2.624, 0.288, 1.394], [3.781, -0.289, 1.181], [3.748, -1.682, 1.432], [4.838, -2.567, 1.403], [4.647, -3.875, 1.781], [3.379, -4.274, 2.212], [2.343, -3.366, 2.161], [2.500, -2.109, 1.762], [0.897, 3.404, 1.475], [1.636, 4.375, 0.801], [1.157, 5.664, 0.721], [-0.040, 6.013, 1.340], [-0.779, 5.067, 2.023], [-0.326, 3.755, 2.077], [-1.981, 2.987, 3.040], [-1.423, 0.715, 2.837], [4.661, 0.271, 0.884], [5.802, -2.203, 1.089], [5.462, -4.581, 1.756], [3.212, -5.273, 2.580], [1.340, -3.659, 2.449], [2.575, 4.091, 0.352], [1.713, 6.414, 0.184], [-0.402, 7.029, 1.286], [-1.701, 5.333, 2.520], [-4.042, 1.559, -2.545], [-3.236, 3.039, -1.491], [-1.847, 2.278, -0.273], [-4.480, 3.901, -0.460], [-4.933, 3.233, 0.671], [-5.873, 3.824, 1.494], [-6.331, 5.099, 1.202], [-5.875, 5.765, 0.077], [-4.968, 5.160, -0.776], [-2.459, 4.324, -2.530], [-1.858, 5.419, -1.920], [-1.135, 6.312, -2.687], [-0.980, 6.094, -4.048], [-1.600, 5.015, -4.655], [-2.354, 4.135, -3.899], [-4.517, 2.258, 0.897], [-6.247, 3.301, 2.362], [-7.036, 5.583, 1.860], [-6.228, 6.760, -0.143], [-4.628, 5.673, -1.666], [-1.951, 5.554, -0.849], [-0.678, 7.176, -2.226], [-0.372, 6.763, -4.640], [-1.491, 4.847, -5.717], [-2.853, 3.296, -4.365], [1.700, -2.739, -0.684], [0.858, -3.297, -1.879], [1.345, -5.046, -1.987], [0.387, -5.980, -1.632], [0.759, -7.299, -1.445], [2.083, -7.671, -1.608], [3.031, -6.733, -1.987], [2.666, -5.412, -2.178], [1.571, -2.733, -3.454], [1.365, -3.467, -4.606], [1.867, -2.997, -5.807], [2.568, -1.804, -5.845], [2.761, -1.075, -4.684], [2.247, -1.529, -3.482], [2.695, -2.917, -0.791], [-0.637, -5.667, -1.493], [0.018, -8.030, -1.164], [2.382, -8.693, -1.433], [4.060, -7.026, -2.128], [3.402, -4.670, -2.460], [0.837, -4.407, -4.562], [1.713, -3.558, -6.714], [2.980, -1.445, -6.775], [3.302, -0.143, -4.710], [2.372, -0.966, -2.569]], "spin_multiplicity": 2, "gap_ev": [4.74, 4.10], "charge": 1, "lumo_energy_ev": [-3.7, -4.3]}